Entry 1:
Density functional theory data (ωB97M-V/def2-TZVPD) for a structure of composition C22H26ClO2P2Re.

## Properties
E_LUMO (spin up / spin down) = -11.03 / -13.50 eV
calculated total energy = -2224.52804 Eh
gap between HOMO and LUMO (spin up / spin down) = 6.520 / 4.041 eV
expectation value of S² = 3.7792
net charge = +3
2S+1 = 4

Element x y z (Å)
Re 0.503 0.772 1.135
Cl 1.897 1.702 -0.540
C -0.769 2.215 1.005
O -1.561 3.083 0.986
P -0.657 -0.328 -0.407
C -2.171 -1.297 0.074
C -1.380 0.785 -1.728
C 0.278 -1.510 -1.468
C -0.609 1.166 -2.835
C -1.143 2.026 -3.799
C -2.423 2.555 -3.634
C -3.179 2.220 -2.506
C -2.651 1.346 -1.546
H 0.407 0.806 -2.954
H -0.537 2.284 -4.668
H -2.824 3.242 -4.377
H -4.165 2.652 -2.357
H -3.236 1.094 -0.668
C -2.844 -0.980 1.263
C -3.966 -1.701 1.659
C -4.449 -2.742 0.859
C -3.790 -3.061 -0.332
C -2.640 -2.359 -0.717
H -2.489 -0.176 1.917
H -4.473 -1.459 2.596
H -5.324 -3.304 1.156
H -4.144 -3.863 -0.968
H -2.122 -2.651 -1.616
C -0.174 -1.875 -2.748
C 0.568 -2.782 -3.511
C 1.781 -3.276 -3.028
C 2.247 -2.888 -1.767
C 1.489 -2.019 -0.980
H -1.097 -1.467 -3.154
H 0.184 -3.092 -4.477
H 2.360 -3.967 -3.626
H 3.194 -3.271 -1.393
H 1.869 -1.736 0.005
H -0.629 0.110 2.439
H -0.243 -0.609 2.152
C 3.720 3.171 2.302
P 3.072 1.684 3.048
C 4.018 0.269 2.507
C 3.113 1.832 4.832
O 1.580 1.468 2.668
H 3.160 4.029 2.699
H 3.577 3.106 1.212
H 4.784 3.274 2.546
H 5.069 0.368 2.795
H 3.579 -0.624 2.979
H 3.925 0.189 1.412
H 2.527 2.722 5.104
H 2.644 0.934 5.255
H 4.144 1.933 5.199



Entry 2:
Density functional theory data (ωB97M-V/def2-TZVPD) for a structure of composition C8H14N2OsP.

## Properties
E_LUMO (spin up / spin down) = -3.77 / -4.86 eV
calculated total energy = -854.18244 Eh
gap between HOMO and LUMO (spin up / spin down) = 6.164 / 7.696 eV
expectation value of S² = 6.0409
net charge = +1
2S+1 = 5

Element x y z (Å)
C -1.205 -2.877 -0.047
C -0.879 -3.735 -1.085
C -0.112 -3.310 -2.161
C 0.484 -2.018 -2.106
C 1.007 -1.644 -0.788
Os -0.779 -1.206 -0.835
P -0.851 -0.971 1.603
H -2.050 -3.082 0.649
H -1.366 -4.724 -1.068
H 0.052 -3.955 -3.030
H 1.948 -1.124 -0.688
H 0.834 -1.524 -3.032
H 0.360 -0.758 2.336
H -1.253 -2.053 2.410
H -1.784 -0.041 2.127
C 0.492 3.211 1.896
N 0.352 2.725 0.525
C 0.908 3.539 -0.546
C -0.192 1.602 0.213
N -0.623 0.825 -0.602
H 0.804 4.259 1.866
H 1.208 2.607 2.465
H -0.465 3.093 2.413
H 1.787 3.058 -0.990
H 0.177 3.565 -1.358
H 1.146 4.537 -0.168



Entry 3:
Density functional theory data (ωB97M-V/def2-TZVPD) for a cluster of 2 separate species, C3H4ClFO in total.

## Properties
E_LUMO (spin up / spin down) = 0.81 / -2.35 eV
calculated total energy = -751.77143 Eh
gap between HOMO and LUMO (spin up / spin down) = 8.372 / 6.809 eV
expectation value of S² = 2.0104
2S+1 = 3

Element x y z (Å)
C -0.138 0.991 0.241
C -0.475 1.500 1.396
C 0.400 -1.459 -1.099
O 0.194 -1.008 0.166
F -0.646 2.835 1.492
Cl -0.769 0.681 2.844
H 0.101 1.366 -0.727
H 0.245 -2.545 -1.024
H 1.422 -1.274 -1.461
H -0.334 -1.087 -1.828